ORCA calculation (the ωB97M-V functional and the def2-TZVPD basis) on a single C15H23NO3 molecule.

Summary:
- spin multiplicity = 1
- lowest unoccupied orbital energy (eV) = 0.716
- frontier orbital gap (eV) = 9.21
- highest occupied orbital energy (eV) = -8.5
- energy relative to the best compared isomer or geometry (same formula, charge and spin) (kJ/mol) = 211.2
- E (eV) = -23560.7241

Bonds (Å) are listed after each position.
Geometry (Å):
1 C 0.471 3.362 -6.091  C2 1.528, H20 1.087, H21 1.087, H22 1.087
2 C -0.597 2.277 -5.963  C1 1.528, O3 1.414, H23 1.098, H24 1.094
3 O -1.172 2.208 -4.674  C2 1.414, C4 1.411
4 C -0.402 1.552 -3.691  O3 1.411, C5 1.534, H25 1.096, H26 1.094
5 C -0.558 0.027 -3.738  C4 1.534, C6 1.528, H27 1.091, H28 1.093
6 C 0.193 -0.650 -2.592  C5 1.528, N7 1.444, H29 1.093, H30 1.095
7 N -0.325 -0.270 -1.300  C6 1.444, C8 1.352, H31 1.007
8 C 0.367 0.502 -0.431  N7 1.352, O9 1.212, C10 1.522
9 O 1.497 0.885 -0.645  C8 1.212
10 C -0.389 0.811 0.852  C8 1.522, C11 1.530, H32 1.091, H33 1.092
11 C -0.502 -0.428 1.744  C10 1.530, C12 1.532, H34 1.092, H35 1.092
12 C 0.879 -0.961 2.137  C11 1.532, O13 1.411, H36 1.096, H37 1.093
13 O 0.795 -2.119 2.937  C12 1.411, C14 1.364
14 C 0.482 -2.011 4.260  O13 1.364, C15 1.396, C19 1.391
15 C 0.341 -3.223 4.938  C14 1.396, C16 1.379, H38 1.079
16 C 0.040 -3.243 6.283  C15 1.379, C17 1.386, H39 1.080
17 C -0.126 -2.056 6.980  C16 1.386, C18 1.382, H40 1.079
18 C 0.015 -0.854 6.313  C17 1.382, C19 1.386, H41 1.080
19 C 0.316 -0.822 4.961  C14 1.391, C18 1.386, H42 1.079
20 H 0.803 3.427 -7.124  C1 1.087
21 H 1.332 3.142 -5.464  C1 1.087
22 H 0.059 4.322 -5.789  C1 1.087
23 H -0.179 1.305 -6.257  C2 1.098
24 H -1.434 2.507 -6.628  C2 1.094
25 H 0.658 1.818 -3.767  C4 1.096
26 H -0.777 1.929 -2.735  C4 1.094
27 H -0.171 -0.358 -4.683  C5 1.091
28 H -1.622 -0.218 -3.687  C5 1.093
29 H 1.244 -0.352 -2.601  C6 1.093
30 H 0.129 -1.739 -2.700  C6 1.095
31 H -1.284 -0.504 -1.100  N7 1.007
32 H 0.157 1.595 1.378  C10 1.091
33 H -1.387 1.183 0.610  C10 1.092
34 H -1.043 -1.224 1.227  C11 1.092
35 H -1.066 -0.178 2.645  C11 1.092
36 H 1.470 -0.180 2.629  C12 1.096
37 H 1.422 -1.278 1.242  C12 1.093
38 H 0.477 -4.137 4.381  C15 1.079
39 H -0.066 -4.189 6.793  C16 1.080
40 H -0.363 -2.070 8.033  C17 1.079
41 H -0.109 0.078 6.845  C18 1.080
42 H 0.424 0.135 4.475  C19 1.079